<i>
# C4H7NO

A structure of composition C4H7NO (ωB97M-V with the def2-TZVPD basis set, OMol25).

Structure (ORCA input):
```
! RIJCOSX wB97M-V def2-TZVPD def2/J DEFGRID3
* xyz 0 1
O 1.0039 0.6298 0.8274
C 1.0876 0.2939 -0.5436
C 0.1261 -0.9030 -0.6904
C -1.0930 -0.6005 0.2160
C -0.7534 0.6379 0.9764
N -0.9465 1.7550 1.3853
H 0.3804 1.6773 1.1740
H 2.1135 0.0286 -0.8179
H 0.7595 1.1344 -1.1755
H 0.6262 -1.8070 -0.3307
H -0.1638 -1.0708 -1.7322
H -1.2960 -1.4186 0.9124
H -2.0078 -0.4014 -0.3501
*
```

***

<ii>
# C4H7NO

The molecule C4H7NO (ωB97M-V with the def2-TZVPD basis set, OMol25).

Structure (ORCA input):
```
! RIJCOSX wB97M-V def2-TZVPD def2/J DEFGRID3
* xyz 0 1
C 1.3519 0.3626 1.4222
C 0.6459 0.1907 0.0955
O -0.3992 -0.7602 0.2639
C -1.2014 -0.9161 -0.8692
C -1.7591 0.3817 -1.3193
N -2.1010 1.4424 -1.6275
H 1.8297 -0.5654 1.7482
H 2.1172 1.1402 1.3311
H 0.6325 0.6743 2.1853
H 1.3367 -0.1475 -0.6937
H 0.2182 1.1509 -0.2236
H -2.0186 -1.5906 -0.5992
H -0.6529 -1.3630 -1.7136
*
```

The SMILES is CCOCC#N.

***

<ii> is preferred energetically. Next in line: 206.9 kJ/mol higher.